1.
53
Properties=species:S:1:pos:R:3:lowdin_charge:R:1 method="wB97M-V/def2-TZVPD" lumo_energy_ev=0.2 gap_ha=0.3628 total_energy_ev=-73446.888 homo_energy_ev=-9.631
C 4.37829 0.90898 0.75763 -0.13
C 3.00420 0.22057 0.79545 -0.67
Cl 2.54891 -0.74676 -0.61028 0.75
C 2.19210 0.34872 1.84195 -0.69
Cl 2.75324 1.40661 3.16500 0.74
N 0.92064 -0.32761 1.91036 -0.19
C 0.00546 0.23383 2.93551 -0.22
C -0.61149 1.59761 2.44551 -0.16
C -2.08481 1.32403 1.96679 -0.16
C -2.03867 0.54704 0.60227 -0.17
O -2.67563 -0.75794 0.63575 -0.07
C -4.04314 -0.54136 0.62647 -0.35
O -4.64877 -0.59753 -0.37404 0.13
S 1.06161 -2.02318 2.03724 0.64
O 0.43155 -2.59176 0.88896 -0.27
O 0.50360 -2.55586 3.24028 -0.24
F 2.60440 -2.46992 1.96992 -0.16
H 4.90203 0.79532 1.72863 0.06
H 4.27799 1.98804 0.54320 0.09
H 5.04288 0.42614 0.01318 0.08
H 0.42933 0.28465 3.95539 0.11
H -0.85081 -0.46843 3.00707 0.12
H -0.63794 2.30849 3.29019 0.12
H -0.07606 2.01477 1.57365 0.10
H -2.61926 0.65542 2.67853 0.11
H -2.63842 2.27695 1.89423 0.10
H -2.60711 1.16911 -0.14132 0.10
H -1.02175 0.41457 0.19436 0.13
H -4.53172 -0.34950 1.60892 0.15
O -1.12176 4.36481 0.79497 0.13
C -1.68819 4.31489 -0.25896 -0.47
C -1.60754 5.33797 -1.36872 -0.07
C -2.79544 4.96055 -2.24093 -0.16
C -2.91618 3.46879 -1.99287 -0.15
O -2.47827 3.27437 -0.63493 -0.01
H -0.65937 5.21492 -1.89525 0.13
H -1.69728 6.34744 -0.97489 0.13
H -2.66780 5.21224 -3.29286 0.12
H -3.69168 5.47001 -1.88000 0.12
H -2.27157 2.88342 -2.65288 0.13
H -3.94099 3.11693 -2.09827 0.13
O 3.08498 -6.22686 -4.21876 0.12
C 2.62433 -5.54918 -3.34654 -0.49
C 1.94036 -6.04575 -2.09136 -0.08
C 1.23733 -4.79248 -1.58988 -0.16
C 2.14199 -3.69045 -2.10530 -0.19
O 2.68732 -4.19198 -3.33727 0.03
H 2.69960 -6.39636 -1.38984 0.13
H 1.23580 -6.84153 -2.32074 0.13
H 1.09907 -4.76482 -0.51050 0.10
H 0.25285 -4.71253 -2.05620 0.13
H 2.96692 -3.47669 -1.42140 0.10
H 1.59484 -2.76872 -2.29745 0.10

---

2.
61
Properties=species:S:1:pos:R:3:lowdin_charge:R:1 method="wB97M-V/def2-TZVPD" lumo_energy_ev=-0.5 de_lowest_ev=0.1349 gap_ha=0.3865 total_energy_ev=-124279.243 homo_energy_ev=-11.030
O 3.34217 -2.24307 5.93807 0.19
C 2.58214 -1.86807 5.11341 -0.54
O 2.73998 -2.06723 3.77325 0.06
C 1.43495 -1.90864 3.20862 -0.07
C 0.83646 -0.84615 4.11937 -0.33
F -0.50184 -1.06165 4.15044 0.07
O 1.44061 -1.15888 5.34456 0.14
H 1.43731 -1.70782 2.14166 0.10
H 0.90909 -2.85425 3.36766 0.13
H 1.09519 0.15390 3.78101 0.13
O -2.31840 -7.28893 -0.53772 0.19
C -2.14579 -6.20227 -0.11163 -0.55
O -3.12266 -5.31999 0.19665 0.09
C -2.54700 -4.09144 0.59211 -0.06
C -1.03686 -4.33578 0.54410 -0.32
F -0.39739 -4.13124 1.73329 0.06
O -0.92663 -5.69534 0.21916 0.13
H -2.73703 -3.25123 -0.07930 0.11
H -2.92147 -3.79052 1.56848 0.15
H -0.53679 -3.70571 -0.18444 0.09
O -0.99876 5.72108 -2.61402 0.18
C -0.44127 5.34879 -1.63997 -0.54
O 0.87686 5.14293 -1.49025 0.09
C 1.06897 4.25207 -0.37624 -0.06
C -0.18293 4.52181 0.44443 -0.31
F 0.13883 5.46747 1.41181 0.04
O -1.08371 5.03511 -0.46548 0.09
H 1.12935 3.22611 -0.74343 0.10
H 2.01699 4.50745 0.08372 0.14
H -0.61145 3.71994 1.03925 0.16
C -0.75451 0.55877 -1.06723 0.00
N -1.05132 -0.16066 0.20526 -0.42
O -0.47197 0.20134 1.20162 0.03
O -1.87290 -1.05551 0.16466 0.05
H -0.95488 1.60559 -0.86383 0.04
H -1.40766 0.14656 -1.82366 0.07
H 0.30050 0.41860 -1.28626 0.09
Cl 5.11091 2.31021 -0.28111 0.54
C 3.89062 1.00226 -0.54170 -0.62
C 3.43438 0.49800 0.79915 -0.66
Cl 2.25036 1.54600 1.60471 0.63
H 4.43012 0.22939 -1.07764 0.07
H 3.08426 1.46405 -1.10081 0.05
H 4.26330 0.35886 1.48749 0.07
H 2.94459 -0.47273 0.71849 0.01
Cl -3.26897 2.81131 -1.45972 0.61
C -4.02942 3.81838 -2.72555 -0.64
C -4.49956 5.13610 -2.16201 -0.66
Cl -4.80426 6.29722 -3.48459 0.56
H -4.82486 3.22658 -3.16979 0.07
H -3.29485 3.99773 -3.50898 0.06
H -3.76709 5.59015 -1.50312 0.05
H -5.45414 5.02493 -1.65352 0.07
Cl 2.32054 -2.89937 -0.52644 0.59
C 2.27561 -3.41629 -2.24777 -0.61
C 0.90671 -3.79666 -2.69536 -0.62
Cl -0.21641 -2.39388 -2.62855 0.59
H 2.93680 -4.27755 -2.30095 0.08
H 2.66506 -2.56016 -2.78768 0.07
H 0.45988 -4.59436 -2.10157 0.06
H 0.86024 -4.18330 -3.71209 0.08

---

3.
51
Properties=species:S:1:pos:R:3:lowdin_charge:R:1 method="wB97M-V/def2-TZVPD" lumo_energy_ev=2.1 gap_ha=0.2368 total_energy_ev=-49179.187 total_charge=-1 homo_energy_ev=-4.331
C -0.14515 3.02157 -2.32185 0.01
C -0.18949 1.60329 -2.69574 -0.17
C 0.81622 0.62527 -1.86993 -0.14
C -0.00251 -0.54202 -1.04910 -0.30
C -1.57265 -0.18593 -1.32570 -0.14
N -2.74439 -0.11553 -1.65451 0.14
C 0.46902 -1.92643 -1.71006 -0.10
C -0.30324 -3.24661 -1.23744 -0.21
O -1.70107 -3.31345 -1.60758 -0.19
C -2.48697 -4.09464 -0.67693 -0.26
C -3.92923 -3.33340 -0.56197 -0.10
C 0.19457 -0.43261 0.54804 -0.30
C -0.13423 1.12020 0.92960 -0.14
N -0.53513 2.24676 1.15947 0.18
C -0.84431 -1.30914 1.42312 -0.17
C -0.16099 -2.37347 2.42880 -0.12
C 1.75649 -0.63221 1.00026 -0.10
C 2.07701 0.11267 2.42507 -0.21
O 3.09871 -0.71176 3.07702 -0.13
H 0.71684 3.64285 -2.78907 0.08
H -0.93394 3.44559 -1.60891 0.07
H -0.86422 1.22025 -3.55722 0.11
H 1.55346 1.20213 -1.21313 0.11
H 1.46265 0.10698 -2.69118 0.11
H 0.30177 -1.83729 -2.85776 0.14
H 1.58943 -2.09135 -1.54040 0.13
H -0.10627 -3.45536 -0.10896 0.11
H 0.21489 -4.13903 -1.78343 0.13
H -2.07718 -4.13440 0.39312 0.10
H -2.66410 -5.18371 -1.02049 0.12
H -4.47584 -3.26057 -1.56484 0.08
H -4.58190 -3.84046 0.25400 0.08
H -3.79546 -2.23831 -0.19319 0.06
H -1.48517 -0.60710 2.08835 0.13
H -1.60366 -1.90937 0.78848 0.09
H 0.36665 -1.89676 3.33124 0.07
H -1.00097 -3.11405 2.73481 0.08
H 0.62650 -3.03467 1.88528 0.07
H 2.44411 -0.08723 0.23587 0.13
H 2.08819 -1.72724 0.98802 0.11
H 2.48952 1.18420 2.24857 0.15
H 1.16597 0.12245 3.12015 0.11
H 2.65138 -1.09792 3.86982 0.08
C 0.94042 6.13391 0.88063 -0.62
F 1.11491 5.75551 2.17398 0.09
F -0.33695 5.79665 0.56301 0.08
F 0.97755 7.49277 0.88187 0.09
S 2.19497 5.37739 -0.26866 0.44
O 2.01331 3.93244 -0.14150 -0.37
O 3.49092 5.84244 0.21745 -0.35
O 1.85955 5.88668 -1.59644 -0.36

---

4.
58
Properties=species:S:1:pos:R:3:lowdin_charge:R:1 method="wB97M-V/def2-TZVPD" lumo_energy_ev=-2.8 gap_ha=0.2163 total_energy_ev=-93794.858 homo_energy_ev=-8.685
O -1.77857 2.69179 8.91401 -0.01
C -1.71258 2.43785 7.60434 -0.19
C -0.56756 1.44403 6.89780 0.08
C -1.04909 0.55439 5.76554 -0.14
S 0.27089 -0.51803 4.93812 0.92
O 0.01100 -0.38346 3.38705 -0.36
O 0.28075 -1.98391 5.43178 -0.31
F 1.79100 0.30851 5.19292 -0.26
C -2.64177 0.55420 5.25300 -0.17
O -3.28258 -0.55622 4.85678 -0.03
C -3.35134 2.06902 5.27891 -0.01
C -4.47225 2.55986 4.18010 -0.29
P -5.13112 1.43178 2.78654 0.35
S -6.29439 0.04535 3.59759 0.08
C -5.03849 4.09404 4.30456 -0.04
C -4.49373 5.08432 5.49580 -0.03
C -3.39731 4.60706 6.65314 0.03
C -2.82653 3.05838 6.52145 -0.01
H 0.55204 1.44070 7.25964 0.14
H -6.05095 2.25995 1.99544 -0.01
H -4.12709 0.88651 1.90976 -0.02
H -5.82757 4.50892 3.54431 0.10
H -4.90423 6.18049 5.53454 0.09
H -2.99671 5.30390 7.51115 0.11
C -1.29874 -1.08515 0.80274 -0.13
O -1.80499 -0.62328 -0.43035 -0.21
P -1.49520 -1.46831 -1.76514 0.44
O -1.42966 -2.95322 -1.59779 -0.25
O -0.15982 -0.79158 -2.35961 -0.23
C 1.03052 -0.88834 -1.61053 -0.11
O -2.63489 -0.94413 -2.77472 -0.21
C -2.65902 -1.51493 -4.06493 -0.11
H -2.02846 -0.85775 1.58430 0.08
H -1.12165 -2.16337 0.79618 0.09
H -0.36600 -0.56432 1.03306 0.07
H 1.05135 -1.79688 -1.00234 0.09
H 1.11461 -0.01059 -0.96505 0.09
H 1.88164 -0.90320 -2.29644 0.08
H -2.96621 -2.56226 -4.00501 0.09
H -1.67570 -1.44146 -4.53727 0.08
H -3.38324 -0.96812 -4.67403 0.09
C 6.84366 -0.46306 -6.90551 -0.12
O 5.51044 -0.90838 -7.02539 -0.21
P 4.66122 -1.19347 -5.68777 0.44
O 4.95139 -0.29691 -4.52620 -0.25
O 4.88329 -2.76388 -5.40652 -0.22
C 6.18202 -3.21008 -5.08777 -0.12
O 3.14492 -1.14347 -6.22743 -0.21
C 2.12042 -1.34009 -5.27728 -0.12
H 7.04924 0.23888 -7.71795 0.09
H 7.02341 0.04423 -5.95456 0.09
H 7.52302 -1.31402 -6.99840 0.08
H 6.76229 -2.43341 -4.58196 0.09
H 6.68938 -3.50862 -6.00843 0.09
H 6.10727 -4.07977 -4.42962 0.09
H 2.07611 -0.48863 -4.59324 0.08
H 2.28881 -2.26205 -4.71422 0.09
H 1.16673 -1.41985 -5.80511 0.09

---

5.
46
Properties=species:S:1:pos:R:3:lowdin_charge:R:1 method="wB97M-V/def2-TZVPD" lumo_energy_ev=-2.6 de_lowest_ev=0.0000 gap_ha=0.3383 total_energy_ev=-25190.392 total_charge=+1 homo_energy_ev=-11.782
Li -2.84429 0.17627 -1.86515 0.69
C -1.16793 -0.87201 5.65705 -0.07
C -0.96743 -1.43798 4.25810 -0.21
N -0.06082 -0.61650 3.47000 -0.05
C 1.37003 -0.64931 3.83934 -0.18
C 1.90355 0.62751 4.51509 -0.05
C -0.39195 0.09200 2.37291 -0.42
O 0.44418 0.68751 1.70958 0.07
C -1.81871 0.23470 1.92245 -0.08
C -2.88801 0.56007 2.73769 0.02
C -4.12478 0.76773 2.12709 -0.01
C -4.27561 0.62270 0.74723 -0.09
N -3.19361 0.35880 -0.02471 -0.05
C -2.01103 0.23550 0.53768 -0.09
H -1.97287 -1.39940 6.21474 0.09
H -1.44809 0.19457 5.59794 0.08
H -0.24183 -0.92782 6.22076 0.07
H -1.88946 -1.58552 3.71394 0.11
H -0.50401 -2.43936 4.31782 0.13
H 1.94808 -0.84866 2.94265 0.12
H 1.54069 -1.47687 4.51067 0.11
H 1.90644 1.44540 3.81228 0.07
H 2.88689 0.38424 4.89242 0.08
H 1.28857 0.85444 5.38248 0.07
H -2.73177 0.64660 3.78884 0.11
H -5.01503 1.03182 2.69955 0.12
H -5.16370 0.71737 0.18965 0.10
H -1.21468 0.17780 -0.15242 0.08
N -1.22040 -0.01270 -2.70802 0.08
C -0.24801 0.14916 -3.32999 -0.24
N 0.86559 0.37574 -3.96207 -0.09
C 0.90989 1.34356 -5.07042 -0.13
C 2.04615 0.99103 -5.99065 -0.18
C 2.28081 -0.52435 -5.97643 -0.19
C 2.79490 -1.02723 -4.60943 -0.15
C 2.14675 -0.19814 -3.50280 -0.11
H 0.97760 2.35932 -4.64836 0.14
H -0.05591 1.25778 -5.56096 0.13
H 2.97515 1.51578 -5.75433 0.12
H 1.79683 1.32518 -7.01449 0.13
H 2.95621 -0.85969 -6.76214 0.12
H 1.31499 -0.99401 -6.17373 0.11
H 3.86755 -0.93356 -4.63608 0.11
H 2.49545 -2.09428 -4.50965 0.12
H 2.81439 0.58612 -3.26764 0.12
H 1.91919 -0.82132 -2.65850 0.12

---

6.
47
Properties=species:S:1:pos:R:3:lowdin_charge:R:1 method="wB97M-V/def2-TZVPD" lumo_energy_ev=0.5 de_lowest_ev=0.7852 gap_ha=0.3583 total_energy_ev=-38986.847 homo_energy_ev=-9.220
C 3.92931 -0.72153 5.96582 -0.11
C 3.36024 -2.03763 5.44654 -0.25
C 2.12076 -1.84200 4.56986 -0.26
N 2.34992 -1.01356 3.40146 -0.13
S 3.40047 -1.63698 2.23936 0.65
O 3.43430 -3.06329 2.37058 -0.28
O 4.63491 -0.90082 2.27750 -0.29
C 2.50630 -1.19678 0.75944 -0.29
C 1.50403 -2.03393 0.31109 -0.05
C 0.78101 -1.68126 -0.81426 -0.02
C 1.05643 -0.49664 -1.49117 -0.23
C 0.24046 -0.09668 -2.68390 -0.15
C -0.99956 0.68773 -2.23886 -0.09
C -1.83053 1.09262 -3.44925 -0.45
O -1.52426 0.76904 -4.57983 0.06
N -2.92131 1.85910 -3.20374 -0.06
C -3.47920 2.22054 -1.92080 -0.12
C -4.87124 1.58371 -1.78582 -0.19
O -5.71519 1.97634 -2.83963 -0.13
C -5.17281 1.61076 -4.09107 -0.18
C -3.79358 2.24045 -4.29981 -0.11
C 2.07185 0.33000 -1.02107 -0.02
C 2.79935 -0.01785 0.10378 -0.05
H 4.34208 -0.13325 5.14869 0.06
H 3.15896 -0.13922 6.46966 0.07
H 4.73137 -0.91462 6.67381 0.07
H 4.11722 -2.55319 4.85361 0.10
H 3.08574 -2.67920 6.28644 0.11
H 1.78945 -2.81002 4.19077 0.11
H 1.30867 -1.38553 5.14417 0.12
H 2.66379 -0.08673 3.65054 0.10
H 1.31881 -2.95354 0.84242 0.11
H 0.00062 -2.33297 -1.17919 0.12
H -0.08395 -0.97597 -3.24117 0.12
H 0.82566 0.52787 -3.35923 0.12
H -0.69076 1.58222 -1.69333 0.13
H -1.60248 0.06630 -1.57254 0.13
H -2.84179 1.89804 -1.10139 0.11
H -3.58548 3.31177 -1.88300 0.13
H -5.35710 1.91129 -0.86534 0.13
H -4.76793 0.48693 -1.77386 0.13
H -5.87843 1.96445 -4.84348 0.13
H -5.08738 0.51554 -4.15650 0.13
H -3.34319 1.89111 -5.22908 0.12
H -3.88546 3.33179 -4.31723 0.13
H 2.29761 1.24664 -1.54607 0.12
H 3.60236 0.59893 0.47511 0.11